1.
C21H76N14O17 | ωB97M-V/def2-TZVPD

Geometry (Å):
1 O 2.32127 -1.62661 2.72599
2 O -3.15060 -0.25445 5.75116
3 O -0.97896 -3.17184 4.22723
4 O -3.08418 -0.29000 -5.60537
5 O -0.87235 2.17293 -2.77218
6 O 0.87452 3.81869 0.14353
7 O -2.05545 4.00626 -0.15580
8 O -1.75952 -2.83253 1.08104
9 O 2.17149 2.40326 3.06303
10 O -0.15708 -4.59414 -2.04270
11 O 0.41745 -4.00857 0.59759
12 O 2.74151 -4.76685 -1.08084
13 O -4.06545 0.78091 1.13542
14 O 3.62004 1.36044 -3.05238
15 O -1.50027 0.26244 1.14700
16 O 0.44478 -0.05531 -3.17421
17 O 4.97887 -0.19195 1.46033
18 N 5.04417 -0.40135 -3.00452
19 N 0.02025 -5.18573 2.68207
20 N 3.07719 -2.78685 0.28472
21 N 4.49947 -3.11921 -1.41498
22 N -0.25889 -1.07346 5.26249
23 N -2.30449 1.14545 4.04188
24 N 3.06856 -0.88818 -2.49061
25 N -0.01655 2.23723 2.25461
26 N 0.63696 -6.27968 1.03867
27 N -0.20581 4.10818 -3.99040
28 N -3.26024 2.03548 5.77376
29 N -0.31661 -1.07183 3.15294
30 N 0.22301 1.45170 4.16302
31 N -2.33001 3.63507 -3.89860
32 C 3.43607 -3.56357 -0.74526
33 C 3.03502 3.70863 -0.58535
34 C 2.95052 -0.91635 3.70991
35 C -3.58394 -0.12899 -4.28172
36 C 0.40016 -5.10288 1.44473
37 C -2.84266 -0.99450 -3.29725
38 C 0.80399 -0.20284 -4.52571
39 C 3.96315 0.43473 0.73986
40 C 3.85573 0.00841 -2.84572
41 C -3.93411 1.50810 -1.17964
42 C -2.92043 0.97385 5.15938
43 C -4.56950 1.72896 0.18513
44 C 0.23703 -3.33155 -2.52876
45 C 0.67828 -0.46263 0.15742
46 C -0.50701 -1.83275 4.22928
47 C -2.63676 -2.79396 -0.00037
48 C -1.15327 3.30661 -3.51458
49 C -2.79775 4.98330 -0.78365
50 C 0.83878 2.07624 3.20679
51 C -0.69387 0.18940 -0.00846
52 C 1.71521 3.04232 -0.65846
53 H 4.02205 -1.05353 3.64924
54 H 0.05716 -0.11086 3.23217
55 H 2.23574 -2.99479 0.70110
56 H -0.11685 -2.91760 -3.47953
57 H -2.71386 5.12228 -1.79416
58 H -3.45820 -2.09519 0.23416
59 H -0.63257 1.32359 -0.28223
60 H 4.75507 -3.74219 -2.30035
61 H -0.80244 -1.41538 2.31010
62 H -1.99533 0.33762 3.52805
63 H -0.44756 -1.49536 6.17912
64 H 1.25175 3.12260 -1.61500
65 H 0.02734 -2.55054 -1.80646
66 H 5.32060 -2.56275 -0.93649
67 H 0.69739 -1.49190 0.36172
68 H 0.48466 2.73207 1.42935
69 H -0.35744 -4.31634 3.18160
70 H -2.03205 -2.34982 -0.78843
71 H 1.04819 -6.44399 0.08376
72 H 0.79108 -1.22042 -4.81975
73 H 1.20759 -0.02918 1.00101
74 H 5.32641 -1.34718 -2.70247
75 H -4.52407 0.83165 1.97859
76 H 0.86182 1.34644 5.00527
77 H 1.60901 2.04819 -0.27330
78 H -0.57463 1.41225 1.87168
79 H -0.02259 -6.03328 3.27385
80 H -4.25744 2.70282 0.66554
81 H 5.30970 0.32753 2.20231
82 H -4.45500 0.76634 -1.73353
83 H -0.12354 -0.07550 5.20088
84 H 3.26848 1.04500 1.23409
85 H 0.65763 4.64237 -0.43290
86 H -1.19850 -0.39060 -0.81430
87 H -3.02515 -3.80037 -0.25004
88 H 3.42874 -0.36475 0.13625
89 H 0.77132 3.85850 -3.90891
90 H -2.47306 2.08879 3.50485
91 H 2.82315 0.12807 3.61327
92 H -3.32302 -0.95507 -2.35815
93 H -2.86861 3.00362 5.45224
94 H -2.52342 0.45324 -5.88677
95 H -1.82327 -0.65484 -3.03179
96 H -3.69715 1.93806 6.77214
97 H -4.58166 -0.40378 -4.34529
98 H 1.39316 -0.23346 -0.66706
99 H 4.37721 0.94511 -0.11117
100 H -2.94871 1.16012 -1.04428
101 H 0.00073 0.81358 -2.98476
102 H 2.07814 -0.67770 -2.48596
103 H 1.27183 -3.29628 -2.61758
104 H 5.81670 0.25367 -3.20318
105 H -2.37616 4.59545 -4.31896
106 H -2.83493 -2.07858 -3.47271
107 H 0.37714 -7.21766 1.45531
108 H -1.13442 3.99873 -0.47819
109 H -0.90003 1.39256 4.22851
110 H -3.84734 4.87713 -0.49862
111 H 1.31978 -1.42744 2.63104
112 H 3.06856 4.77665 -0.90246
113 H 0.21250 0.47264 -5.16853
114 H -3.49047 0.97412 -3.85264
115 H 3.84687 3.16830 -1.19102
116 H 3.44771 -1.77958 -1.99438
117 H -3.24255 3.27062 -3.56199
118 H -5.68994 1.68186 0.13583
119 H 3.42662 3.56454 0.39364
120 H -2.55809 5.96619 -0.42147
121 H -0.22197 -4.58120 -1.07093
122 H -0.45184 5.01315 -4.29284
123 H -3.82075 2.42822 -1.78106
124 H -0.95038 -3.35890 0.95282
125 H 2.71845 -1.33741 4.70583
126 H 1.82856 0.25100 -4.55104
127 H 3.66543 -2.05077 0.70197
128 H -2.40690 0.56946 1.04195

The HOMO energy is -0.3127 hartree. The value obtained for the total energy is -78670.716 eV. As for the spin multiplicity: 1. The value obtained for the LUMO energy is -0.0135 hartree. The value obtained for the strongest force on any atom is 0.2114 hartree/bohr. The value obtained for the energy above the lowest of the compared OMol25 structures with the same formula, charge and spin is 53.7 kcal/mol.


2.
C22H10Cl5MnN3O2 | ωB97M-V/def2-TZVPD

Geometry (Å):
1 Mn 0.75173 -0.62379 -0.08267
2 Cl 1.80231 -2.58489 6.12338
3 Cl 2.90253 0.15860 5.14847
4 Cl 2.93950 0.83440 2.14629
5 Cl 0.91363 -4.00734 1.02855
6 Cl 0.80078 -4.66759 4.03520
7 O -3.85864 0.23987 4.94974
8 O -2.97257 2.34618 4.94757
9 N -1.06545 -1.87452 -0.46328
10 N -0.86844 0.19752 1.04248
11 N 0.92203 1.62363 -0.14889
12 C -2.79017 -2.88733 0.84677
13 C -1.41234 1.74069 2.74227
14 C -0.69460 1.38662 1.60953
15 C -2.85706 -3.94969 -0.03713
16 C 1.29798 -2.75524 2.16985
17 C -2.55759 -0.36841 2.58922
18 C -2.33675 0.83641 3.24284
19 C 1.77409 -2.19093 4.45608
20 C 2.25455 -0.96014 4.01529
21 C 1.35284 4.31059 0.39687
22 C 1.32076 -3.11176 3.51691
23 C 1.75457 2.35360 -0.89089
24 C 1.99636 3.69548 -0.66544
25 C -1.79234 -0.65884 1.47051
26 C 1.64533 -1.49149 1.68227
27 C -1.89782 -1.85507 0.60420
28 C -3.16597 1.18746 4.56202
29 C -2.03347 -3.94805 -1.15170
30 C -1.15270 -2.89628 -1.31593
31 C 2.19780 -0.65406 2.65922
32 C 0.47408 3.56855 1.16621
33 C 0.26949 2.23061 0.86889
34 H -0.48587 -2.87164 -2.16973
35 H -3.54359 -4.76575 0.14275
36 H -3.41762 -2.85591 1.72600
37 H -3.31910 -1.03304 2.97490
38 H 2.25941 1.83859 -1.69970
39 H -0.05542 4.01638 1.99469
40 H -1.29496 2.68841 3.25098
41 H -2.06163 -4.75072 -1.87463
42 H 1.53016 5.35342 0.62201
43 H 2.67641 4.23989 -1.30455

The HOMO energy (spin up / spin down) is -0.2916 / -0.2914 hartree. The value obtained for the total energy is -125474.742 eV. As for the spin multiplicity: 6. The value obtained for the LUMO energy (spin up / spin down) is -0.0404 / -0.0510 hartree. The value obtained for the strongest force on any atom is 0.0166 hartree/bohr.


3.
C22H11B2Cl65O9S | ωB97M-V/def2-TZVPD

Geometry (Å):
1 Cl 8.55943 -8.71895 -7.44032
2 Cl -3.46513 -2.22091 -0.84931
3 Cl -7.64416 3.42225 -6.85528
4 Cl 1.38153 2.83861 3.75076
5 Cl -10.82396 6.21834 5.69529
6 Cl -6.75854 8.13347 -4.63500
7 Cl -7.45100 7.70370 0.10675
8 Cl -8.26248 5.67151 -4.25748
9 Cl -8.84739 -0.74944 0.66642
10 Cl -5.10404 2.40299 -5.86819
11 Cl -5.72796 2.78304 -2.81792
12 Cl 4.64928 -2.64485 1.75205
13 Cl -8.66041 7.91189 -2.44426
14 Cl -7.34824 -0.85142 3.15787
15 Cl 10.15512 -11.07067 -6.81679
16 Cl -7.08202 1.64649 -0.50704
17 Cl -4.75597 6.86974 0.81868
18 Cl 8.13260 -8.15497 -0.44799
19 Cl 6.15022 3.46360 0.52183
20 Cl -6.16513 8.80409 2.47342
21 Cl -2.05597 -4.15526 -2.50405
22 Cl -8.46300 7.71939 4.89644
23 Cl 10.51409 -7.55119 0.74107
24 Cl -4.83520 3.45656 -0.13192
25 Cl 2.81074 -10.58450 4.97857
26 Cl 6.44167 -8.64861 -2.76370
27 Cl 9.03260 3.12388 0.31739
28 Cl -4.75100 -3.32130 -3.21598
29 Cl -2.75513 0.89545 -2.22914
30 Cl 0.71074 2.13979 6.49429
31 Cl 0.85711 -9.22614 3.30410
32 Cl 2.60935 3.38409 9.49263
33 Cl 4.35603 5.71037 9.54916
34 Cl 4.03201 -3.23203 -1.02993
35 Cl -0.62327 -4.54813 1.02948
36 Cl -4.31746 -5.00260 -0.88135
37 Cl 9.09150 -9.42272 -4.66775
38 Cl 1.14765 -5.38342 3.18163
39 Cl -5.99680 1.72948 -8.55418
40 Cl -1.42498 -6.69430 2.82301
41 Cl -0.54525 0.72476 4.28395
42 Cl -1.24289 3.49814 4.81982
43 Cl -8.05708 -3.31663 1.78465
44 Cl -7.35086 0.59292 -6.24330
45 Cl -8.56165 6.44602 7.51070
46 Cl 6.38592 -10.48124 -0.50452
47 Cl 0.71103 -7.13024 0.89619
48 Cl 10.11616 -5.31081 2.55428
49 Cl 1.47365 6.05009 9.75360
50 Cl 3.86776 -5.33677 0.97217
51 Cl 5.25022 -7.81525 -0.24355
52 Cl -7.37533 4.47581 -1.11902
53 Cl -9.61440 8.07390 -5.18814
54 Cl 1.55475 -11.99953 2.76824
55 Cl 7.34167 2.63023 -1.99832
56 Cl -6.04859 -1.54430 0.64866
57 Cl 9.16217 -5.14881 -0.18960
58 Cl 7.29809 -11.06354 -6.26669
59 Cl -7.01746 6.02240 2.44138
60 Cl 12.01803 -5.08923 0.36355
61 Cl 6.46139 -4.28641 0.17501
62 Cl 7.28592 0.79760 0.26086
63 Cl 2.66510 5.21672 7.23345
64 Cl 3.48153 -9.88567 2.23504
65 Cl -8.34096 4.82015 5.10793
66 S 1.76027 4.42692 0.52914
67 O 0.63494 3.21535 0.97654
68 O 3.23353 4.31810 1.05206
69 O 1.43444 5.91846 0.92371
70 O 1.45805 2.19651 -3.94047
71 O 1.49157 4.43132 -1.16728
72 O -0.41740 3.87535 -3.61383
73 O -0.47045 -0.56624 -1.78845
74 O 3.69934 2.60126 -1.59010
75 O 2.29239 0.55383 -0.94713
76 C -3.64741 -3.67500 -1.86267
77 C 2.77604 5.09034 9.00719
78 C -0.04739 -5.93904 1.98260
79 C 2.17604 -10.42398 3.32149
80 C 8.77604 -10.06899 -6.29787
81 C -6.34741 7.35000 1.46006
82 C 10.45259 -5.77502 0.86734
83 C 6.55261 -8.77500 -0.98996
84 C -1.18732 0.47835 -1.29334
85 C -1.38435 3.82034 -0.22592
86 C 0.07604 2.30030 4.83721
87 C 7.45261 2.50385 -0.22457
88 C -0.08940 2.80521 -0.27221
89 C -6.52395 2.03689 -6.88024
90 C -9.04740 6.30098 5.80256
91 C -7.57532 -1.61543 1.56439
92 C -6.25512 3.09045 -1.14398
93 C -8.32398 7.44768 -4.13120
94 C 1.06685 3.01391 -1.41401
95 C 4.75259 -3.87501 0.46734
96 C 2.91336 -0.29857 -1.97345
97 C -0.67271 1.30813 0.05681
98 B 0.66528 3.07179 -3.00800
99 B 2.35367 1.98337 -1.31591
100 H 2.17867 -0.34515 -2.88485
101 H 0.13160 0.59104 0.56557
102 H -1.61123 1.30741 0.78966
103 H 3.09418 -1.35815 -1.46769
104 H 1.77942 2.84963 -4.65528
105 H -2.31709 3.34571 0.34683
106 H -1.78604 4.11503 -1.29556
107 H -1.10720 4.80080 0.39524
108 H 3.72746 2.94977 -2.54071
109 H 3.97192 0.10164 -2.29001
110 H -0.32157 3.72829 -4.62063

The HOMO energy is -0.3878 hartree. The value obtained for the total energy is -867556.496 eV. As for the spin multiplicity: 1. The value obtained for the LUMO energy is -0.0327 hartree. The value obtained for the strongest force on any atom is 0.1857 hartree/bohr. The value obtained for the energy above the lowest of the compared OMol25 structures with the same formula, charge and spin is 171.2 kcal/mol.


4.
C22H11Cl2N2O6S2Tc | ωB97M-V/def2-TZVPD

Geometry (Å):
1 Tc 0.03203 0.30717 -0.60181
2 Cl -3.81340 6.05866 0.00219
3 Cl -4.16590 1.68577 -3.09834
4 S -0.52504 -0.09098 3.05488
5 S 2.05325 -0.20780 0.64151
6 O -1.62819 0.89181 -1.71556
7 O 0.98926 -4.73103 -3.91704
8 O -1.91156 -3.25865 0.21844
9 O -1.20431 -1.12489 0.31111
10 O 2.64141 0.20933 -3.76510
11 O 1.36207 0.91829 -2.06150
12 N -0.35514 2.22298 0.16615
13 N 0.34940 -1.37198 -1.65504
14 C 1.81643 0.03178 -2.89067
15 C -1.47473 2.80201 -0.35100
16 C -0.12925 -3.64968 -2.08246
17 C -1.23852 -2.32185 -0.17200
18 C 0.75989 -3.63393 -3.15359
19 C -3.80672 3.80182 -1.45846
20 C -3.30618 2.56913 -1.88767
21 C -1.97468 4.04200 0.10610
22 C 0.85873 -1.08011 3.11295
23 C 3.17897 -2.59697 3.59536
24 C -3.15863 4.52517 -0.49239
25 C -1.26496 4.68100 1.14247
26 C 1.19645 -1.34195 -2.68681
27 C 0.29913 2.86587 1.11563
28 C 3.08622 -1.81350 2.47043
29 C 1.93183 -1.06505 2.16309
30 C -2.13360 2.02485 -1.36314
31 C 1.43520 -2.45479 -3.45960
32 C -0.12898 4.09130 1.63310
33 C -0.30219 -2.49279 -1.35668
34 C 0.97625 -1.93059 4.24067
35 C 2.10060 -2.67247 4.48203
36 H 3.90306 -1.76904 1.76135
37 H 0.46047 -5.46258 -3.58654
38 H -4.72493 4.17560 -1.88935
39 H 2.13664 -2.41177 -4.28067
40 H 1.19321 2.38442 1.48888
41 H 2.15518 -3.30855 5.35699
42 H -1.62508 5.61991 1.53923
43 H 0.44129 4.55395 2.42612
44 H 4.07772 -3.17096 3.78445
45 H -0.69683 -4.53002 -1.80615
46 H 0.13413 -1.97089 4.91846

The HOMO energy (spin up / spin down) is -0.1701 / -0.1576 hartree. The charge is -1. The value obtained for the total energy is -87177.250 eV. As for the spin multiplicity: 4. The value obtained for the LUMO energy (spin up / spin down) is 0.0783 / 0.0365 hartree. The value obtained for the strongest force on any atom is 0.0209 hartree/bohr. The value obtained for the energy above the lowest of the compared OMol25 structures with the same formula, charge and spin is 23.4 kcal/mol.